Record 1
Density functional theory data (ωB97M-V/def2-TZVPD) for C7H12O in the gas phase at a distorted geometry.

XYZ file:
```
20
Properties=species:S:1:pos:R:3:forces:R:3
C -1.83647 0.27123 -0.05357 -0.14 1.50 -1.07
C -0.53755 1.35572 -0.20221 -1.97 2.59 1.43
C 0.77089 1.04775 0.67291 -0.38 -3.44 -2.39
C 1.83247 0.30513 -0.29507 2.98 1.87 -0.48
C 1.46620 -1.32365 -0.15567 0.95 1.73 3.22
C 0.05998 -1.00017 0.27212 -1.18 1.69 -2.04
C -1.48504 -1.19551 0.16301 1.12 -3.49 0.22
O 0.30013 -0.09254 1.43926 -0.51 0.18 -1.97
H -2.42249 0.49953 -1.00929 0.50 -0.68 1.41
H -2.45916 0.41731 0.81870 -0.14 1.41 0.02
H -0.94463 2.14717 0.52009 0.07 -0.14 -1.71
H -0.41254 1.83049 -1.33074 -0.23 -1.40 3.06
H 1.14771 1.84287 1.31132 -0.07 0.01 -0.16
H 1.71779 0.93614 -1.39416 0.38 -2.59 2.72
H 3.00188 0.49436 0.02882 -2.96 -0.43 -0.67
H 1.51399 -1.74805 -1.12755 0.47 -0.95 -0.46
H 2.00938 -1.76608 0.80858 -0.38 0.56 -2.72
H -0.08722 -0.43043 -0.77699 0.71 -0.62 2.08
H -1.96622 -1.76474 1.08603 0.68 1.51 -1.83
H -1.66909 -1.82653 -0.77559 0.11 0.69 1.34
```
Positions in Å, forces in eV/Å.

The value obtained for the HOMO energy is -9.1979 eV. The value obtained for the energy above the lowest of the compared OMol25 structures with the same formula, charge and spin is 5.988 eV. As for the largest force on an atom: 4.20 eV Å⁻¹. Its calculated total energy is -9494.8308 eV. The SMILES is C1C[C@@H]2CC[C@@H](C1)O2. The HOMO-LUMO gap is 10.2 eV. The molar mass is 112.172 g/mol. As for the net charge: 0.

Atomic partial charges in e from the Mulliken method, atoms 1 to 6:
1 C -0.6372
2 C -0.7589
3 C 0.0440
4 C -0.6981
5 C -0.4170
6 C -0.2004



Record 2
Density functional theory data (ωB97M-V/def2-TZVPD) for C8H10N2S in the gas phase at a distorted geometry.

XYZ file:
```
21
Properties=species:S:1:pos:R:3:forces:R:3
C -2.27511 1.86354 0.23377 -2.04 -0.66 0.65
C -1.04377 1.45560 0.06364 1.43 2.23 1.21
C -0.47835 0.18568 0.24738 0.86 -1.86 -0.65
S -1.49724 -1.22604 0.64790 -1.32 -0.13 -1.29
N -2.71226 -1.47263 -0.66309 -0.43 0.57 0.54
C 0.89911 0.13995 0.14178 -2.01 -0.21 0.79
N 1.65751 1.27814 0.31814 1.32 0.15 -0.30
C 2.98202 0.91132 0.15757 1.28 -0.34 0.83
C 3.16384 -0.40257 -0.09917 1.98 0.52 -0.73
C 1.83541 -0.98920 -0.03968 -0.54 1.36 0.34
C 1.49723 -2.25040 -0.01054 0.48 -2.62 -1.46
H -2.52955 2.86523 -0.05850 -0.31 0.29 0.41
H -3.02156 1.17799 0.71952 0.47 0.76 -1.09
H -0.26188 2.25914 0.06316 -1.26 -0.54 -1.16
H -2.66642 -2.37697 -1.14781 0.31 0.63 0.64
H -3.72946 -1.20922 -0.49270 2.22 -0.38 0.22
H 1.42832 2.26620 0.24791 -0.26 -0.86 0.13
H 3.73540 1.57775 0.56419 0.08 0.24 -0.81
H 4.20588 -0.85131 -0.35571 -2.34 0.57 0.88
H 0.51950 -2.71129 0.03676 0.08 0.54 0.34
H 2.28367 -2.91510 -0.36516 0.01 -0.26 0.50
```
Positions in Å, forces in eV/Å.

The value obtained for the HOMO energy (alpha / beta) is -7.0764 / -7.0763 eV. The value obtained for the energy above the lowest of the compared OMol25 structures with the same formula, charge and spin is 3.059 eV. As for the largest force on an atom: 3.04 eV Å⁻¹. Its calculated total energy is -22269.8595 eV. The SMILES is C=C/C(SN)=c1\[nH]ccc1=C. The HOMO-LUMO gap (alpha / beta) is 7.0 / 7.0 eV. The molar mass is 166.249 g/mol. As for the net charge: 0.

Atomic partial charges in e from the Mulliken method, atoms 1 to 6:
1 C -0.7729
2 C -0.2586
3 C 0.5191
4 S -0.0622
5 N -0.4613
6 C -0.1084



Record 3
Density functional theory data (ωB97M-V/def2-TZVPD) for C12H10N2 in the gas phase at a distorted geometry.

XYZ file:
```
24
Properties=species:S:1:pos:R:3:forces:R:3
C -2.50415 -2.02482 -0.08674 -2.68 -0.46 1.29
N -2.13662 -0.61778 0.08849 2.29 0.04 -0.96
C -2.95267 0.41630 0.14599 -4.70 -1.04 0.34
C -2.59261 1.69517 -0.13171 0.77 2.44 2.91
C -1.15695 1.98856 -0.06041 0.77 -0.69 0.01
C -0.18961 0.88423 0.03574 -1.96 3.80 -1.13
C 1.23255 0.59664 -0.02138 0.03 1.67 0.19
C 2.35020 1.46959 -0.06675 -1.16 -0.76 -0.49
C 3.57242 0.85549 0.11877 -2.37 1.15 -0.64
C 3.55310 -0.54954 0.11694 5.90 -0.67 -0.50
C 2.60053 -1.47526 -0.04893 -2.84 -0.89 0.53
C 1.31877 -0.81028 -0.03104 2.54 0.24 -0.08
N 0.15730 -1.39785 -0.05779 -5.14 0.04 -0.05
C -0.78131 -0.35875 -0.02306 0.98 -4.57 0.41
H -2.73526 -2.34655 1.14576 0.86 -0.02 -3.99
H -3.64157 -1.99545 -0.70669 3.66 -0.49 1.82
H -1.55636 -2.48678 -0.66827 -2.59 0.52 1.72
H -4.11273 0.17495 0.46334 3.14 0.45 -1.15
H -3.42396 2.47298 0.22746 2.24 -1.42 -1.45
H -0.84247 3.07070 -0.02840 -0.25 -1.37 -0.18
H 2.13012 2.47124 -0.47266 0.65 -0.14 0.95
H 4.42534 1.50347 0.10461 0.76 -0.49 0.00
H 4.63042 -0.88093 0.01800 -1.12 -0.22 0.55
H 2.65550 -2.65537 -0.06131 0.23 2.86 -0.11
```
Positions in Å, forces in eV/Å.

The value obtained for the HOMO energy is -7.3607 eV. The value obtained for the energy above the lowest of the compared OMol25 structures with the same formula, charge and spin is 3.284 eV. As for the largest force on an atom: 5.95 eV Å⁻¹. Its calculated total energy is -15582.4562 eV. The SMILES is Cn1cccc2c3ccccc3nc1-2. The HOMO-LUMO gap is 7.1 eV. The molar mass is 182.226 g/mol. As for the net charge: 0.

Atomic partial charges in e from the Mulliken method, atoms 1 to 6:
1 C -0.8146
2 N 0.1974
3 C 0.1110
4 C -0.8212
5 C -0.0826
6 C -0.3739



Record 4
Density functional theory data (ωB97M-V/def2-TZVPD) for a gas-phase ion, C5H14N4O (charge +2) at a distorted geometry.

XYZ file:
```
24
Properties=species:S:1:pos:R:3:forces:R:3
N -0.56328 -1.43203 0.90860 2.12 -1.08 0.17
N 0.23950 -0.45375 0.21046 -0.63 -0.10 0.72
C -0.61359 0.63968 -0.19749 0.23 0.54 0.52
C -1.79844 0.06557 -1.04022 1.14 -0.73 -1.91
N -2.86863 -0.50815 -0.15570 -0.33 2.31 0.87
C 1.66565 -0.64792 0.06776 -0.75 1.28 -3.19
C 2.45955 -0.09371 1.17771 1.05 3.14 1.95
N 3.94225 -0.08814 0.76539 -1.11 -1.50 2.58
C 4.26251 0.24422 -0.37718 1.77 0.50 -3.50
O 4.53990 0.51239 -1.45913 -0.47 -0.26 1.94
H -0.17547 -1.60349 1.89325 -0.83 0.05 -1.89
H -0.49326 -2.30064 0.31614 -0.05 0.65 1.36
H -1.05671 1.16754 0.68527 0.26 -0.36 -0.34
H 0.00983 1.45863 -0.66736 -0.95 -1.14 -0.19
H -2.23178 0.91024 -1.59881 0.07 -0.79 -0.30
H -1.39188 -0.84953 -1.66309 -0.99 2.23 0.76
H -2.34154 -1.06889 0.48413 0.52 -1.16 1.10
H -3.71634 -0.96095 -0.46642 0.03 -0.42 -1.12
H -3.22516 0.27338 0.40714 -0.02 -0.09 0.09
H 2.10425 -0.04825 -0.87826 -1.64 -1.37 1.43
H 1.80798 -1.71756 -0.16949 0.47 0.39 0.47
H 2.43164 1.08685 1.35618 -1.29 -2.61 -0.25
H 2.30976 -0.61284 2.15322 0.68 0.35 -0.72
H 4.55191 -0.34986 1.53944 0.70 0.19 -0.56
```
Positions in Å, forces in eV/Å.

The value obtained for the HOMO energy is -16.3231 eV. The value obtained for the energy above the lowest of the compared OMol25 structures with the same formula, charge and spin is 2.477 eV. As for the largest force on an atom: 3.96 eV Å⁻¹. Its calculated total energy is -13400.4441 eV. The SMILES is NN(CC[NH3+])CC[NH+]=C=O. The HOMO-LUMO gap is 8.4 eV. The molar mass is 146.194 g/mol. As for the net charge: +2.

Atomic partial charges in e from the Mulliken method, atoms 1 to 6:
1 N -0.7675
2 N 0.3249
3 C -0.6535
4 C -0.6219
5 N -0.2276
6 C -0.8786



Record 5
Density functional theory data (ωB97M-V/def2-TZVPD) for a molecular structure, C17H26N3O5SW at a distorted geometry.

XYZ file:
```
53
Properties=species:S:1:pos:R:3:forces:R:3
W -0.31904 -1.54685 -0.77090 -1.93 0.46 -2.27
O -0.96551 2.91006 -0.58335 -0.18 -0.20 0.11
C -0.97579 1.59930 -0.49629 0.01 0.03 -0.09
O -0.16653 0.86924 -1.04078 0.01 -0.13 0.05
C -2.13440 1.05450 0.28718 0.02 -0.20 0.10
O -1.80722 -0.22340 0.80657 0.38 -0.08 0.19
C -1.53190 -0.33132 2.20864 0.03 0.03 -0.15
C 0.96193 -0.70251 1.98465 -0.26 0.07 -0.16
O 2.05937 -0.82322 2.44256 0.11 -0.04 -0.01
O 0.71004 -1.01901 0.67118 1.05 0.15 1.99
H -0.24212 3.19749 -1.15453 0.25 0.11 -0.21
H -2.94217 0.91029 -0.42665 -0.20 0.00 -0.11
H -2.46128 1.73937 1.05874 -0.03 0.13 0.14
H -1.94073 -1.28996 2.49688 -0.10 -0.25 -0.03
H -2.07886 0.44144 2.73347 -0.10 0.20 0.13
N 1.76343 -3.68562 -0.45603 0.00 0.03 -0.02
C 0.64853 -3.41506 -1.12558 0.18 0.13 0.35
N 0.19611 -4.32364 -1.96347 0.06 -0.17 -0.09
S -1.98732 -1.74678 -2.14401 0.63 0.01 0.67
H 2.26549 -4.54822 -0.57668 0.14 -0.18 -0.02
H 2.15957 -3.01249 0.17684 0.00 0.10 0.11
H 0.67702 -5.19162 -2.12732 0.08 -0.19 -0.05
H -0.63640 -4.13780 -2.48681 -0.23 0.06 -0.12
C 1.83122 2.39375 3.12806 -0.01 -0.03 0.09
C 0.51579 2.41570 3.91684 0.00 -0.09 -0.11
C -0.63422 2.89942 3.03269 -0.05 0.01 0.07
C 0.22710 1.12594 4.68233 0.03 0.01 -0.08
C 0.25835 1.22238 6.06810 0.00 0.01 0.03
C 0.05860 0.11448 6.87381 0.00 0.00 0.04
C -0.17194 -1.11308 6.29132 -0.01 0.00 0.07
C -0.24129 -1.27567 4.90553 -0.03 0.01 -0.06
C -0.56386 -2.71618 4.48582 -0.13 0.05 -0.04
C -2.04880 -3.04727 4.72114 0.03 0.00 0.00
C -0.11867 -3.22870 3.12083 0.30 -0.15 0.14
C -0.03920 -0.13453 4.11137 0.01 0.13 -0.08
N -0.13627 -0.22887 2.65532 -0.03 -0.04 -0.14
H 2.13173 3.41709 2.88814 -0.03 -0.07 -0.01
H 1.73289 1.84422 2.19139 0.00 -0.03 -0.02
H 2.63365 1.92542 3.70061 -0.05 0.05 -0.03
H 0.63696 3.17044 4.69381 0.01 0.01 0.06
H -0.67490 2.31251 2.11551 -0.01 0.01 0.02
H -0.47421 3.94176 2.74458 -0.01 -0.08 0.00
H -1.59923 2.83808 3.54804 0.10 0.01 -0.07
H 0.45175 2.18792 6.52318 0.00 -0.07 -0.04
H 0.08935 0.20994 7.95390 0.02 -0.01 -0.10
H -0.30287 -1.98565 6.92516 -0.01 0.07 -0.08
H -0.00590 -3.31976 5.20109 0.05 -0.03 0.11
H -2.69909 -2.57486 3.97880 0.04 0.00 0.04
H -2.37746 -2.71537 5.70743 0.02 -0.03 -0.06
H -2.20753 -4.12817 4.65420 0.02 0.12 -0.01
H -0.71726 -2.83946 2.30580 -0.12 0.09 -0.27
H -0.25150 -4.31267 3.10451 0.01 0.03 -0.01
H 0.93819 -3.02148 2.93597 -0.10 -0.03 0.00
```
Positions in Å, forces in eV/Å.

The value obtained for the HOMO energy (alpha / beta) is -11.4959 / -11.4960 eV. The multiplicity is 3. The value obtained for the energy above the lowest of the compared OMol25 structures with the same formula, charge and spin is 0.723 eV. As for the largest force on an atom: 3.02 eV Å⁻¹. Its calculated total energy is -45414.5946 eV. Its expectation value of S² is 2.042. The HOMO-LUMO gap (alpha / beta) is 7.8 / 7.4 eV. The molar mass is 568.318 g/mol. As for the net charge: +1.

Atomic partial charges in e from the Mulliken method, atoms 1 to 6:
1 W 1.4435
2 O -0.4226
3 C 0.9531
4 O -0.6453
5 C -0.6647
6 O -0.4944